No. 1
20
Properties=species:S:1:pos:R:3:lowdin_charge:R:1 method="wB97M-V/def2-TZVPD" e_homo_ev="-6.79 / -6.79" gap_ha="0.2681 / 0.2680" lumo_ha="0.019 / 0.019" energy_ev=-11412.34672 relative_energy_kcal_mol=158.4
O -0.00444 1.70291 -1.21023 -0.094
H -0.21008 1.96836 1.58626 0.129
H -2.18907 -1.03272 1.13437 0.099
H -1.83955 1.62704 -0.36477 0.130
N 0.98509 -1.22908 -1.70704 -0.104
H -1.41045 0.19881 -1.37734 0.117
C -0.03670 0.89807 1.66134 -0.146
H 1.59174 -0.55931 1.28463 0.107
H 1.62636 -2.02187 -1.73211 0.055
H -0.58048 -1.70066 1.46876 0.094
H 0.73731 -1.04641 -2.68141 0.060
C -1.02558 0.96377 -0.69120 -0.265
C -1.16713 -1.13558 0.74375 -0.051
H 1.85444 1.10226 0.54071 0.098
N -0.56579 0.16428 0.51464 -0.174
O 1.73328 -0.11797 -1.24400 -0.408
H -0.33474 0.49233 2.62653 0.121
H -1.15823 -1.68773 -0.19408 0.079
H 0.80583 1.01058 -1.37479 0.044
C 1.18820 0.40290 1.01598 0.111

=====

No. 2
20
Properties=species:S:1:pos:R:3:lowdin_charge:R:1 method="wB97M-V/def2-TZVPD" e_homo_ev=-8.81 gap_ha=0.1719 lumo_ha=-0.152 energy_ev=-11407.17431 relative_energy_kcal_mol=277.7
O 0.80980 -0.73368 -2.13637 0.046
C -0.80973 0.71055 -1.17302 -0.089
H 1.20285 1.22809 -0.36871 0.090
H -1.81019 0.76928 -1.60124 0.128
H 2.15367 1.16047 1.92650 0.076
N -0.83284 1.55476 0.23110 0.052
C 1.09379 1.04606 1.71364 -0.100
H 0.74560 2.79998 0.46617 0.115
H -1.32242 0.64393 0.00895 0.043
H 0.91475 -0.02023 1.60261 0.025
C 0.65595 1.71658 0.42164 -0.262
O -0.45486 -1.70883 2.19831 -0.335
H 0.39096 -2.43694 -0.43338 0.135
H -0.65181 -1.50853 0.58645 0.046
H -0.08018 1.19196 -1.80769 0.113
H -0.92297 -1.27428 -2.20511 0.257
H -1.33942 -2.03012 2.45976 -0.048
N -0.27414 -1.67730 -0.38998 0.221
C -0.23799 -0.80185 -1.43690 -0.592
H 0.39816 1.17997 2.54391 0.080

=====

No. 3
20
Properties=species:S:1:pos:R:3:lowdin_charge:R:1 method="wB97M-V/def2-TZVPD" e_homo_ev=-9.55 gap_ha=0.3799 lumo_ha=0.029 energy_ev=-11416.28140 relative_energy_kcal_mol=67.7
H 1.16733 0.21381 3.27651 0.106
H 1.80628 1.55231 -0.67784 0.097
H 0.00525 -0.95119 1.54285 0.156
H -1.07821 -2.57610 -0.73881 -0.019
N 0.80128 1.81388 -0.81335 0.021
N -0.58416 -0.22952 -2.43257 0.143
C 0.53392 0.06730 1.13830 -0.224
C 1.09164 0.82082 2.27245 -0.190
C -0.19520 1.00722 -0.07899 -0.267
H -1.02754 1.59527 0.46442 0.165
H -0.49553 0.48584 -3.11961 0.070
H 2.09023 1.31968 2.22298 0.071
H 0.63327 2.79432 -0.61438 0.066
C -0.81959 -0.04270 -1.02802 -0.394
H -2.25676 -3.59688 -0.60558 0.016
O -1.33922 -3.45613 -0.39176 -0.096
H 1.42822 -0.42548 0.47233 0.143
H -0.76655 -1.08607 -2.94648 0.101
H 0.45490 1.68123 2.57849 0.070
O -1.44957 -0.98760 -0.52095 -0.035

=====

No. 4
23
Properties=species:S:1:pos:R:3:lowdin_charge:R:1 method="wB97M-V/def2-TZVPD" e_homo_ev=-9.79 gap_ha=0.3748 lumo_ha=0.015 energy_ev=-26344.90887 relative_energy_kcal_mol=25.4
S 1.65473 0.12291 -0.11314 0.656
C -1.46030 1.30767 1.71847 -0.072
H 3.09305 -0.76659 -1.64671 0.123
H -2.40967 1.65163 -0.16772 0.135
C -1.48177 1.90345 0.42421 -0.372
H 3.26315 0.95444 -1.38034 0.016
H -1.84964 -2.67127 -1.01031 0.065
O 2.32782 -0.82712 0.73968 -0.294
H -0.84544 0.39291 1.47095 0.080
H 0.51406 -1.96583 -1.09245 0.119
N 2.65496 0.21405 -1.49002 -0.058
N 0.13409 0.00038 -0.36460 -0.156
C -0.17211 -1.42855 -0.46612 -0.590
O -0.11214 -2.06435 0.75600 -0.044
H 0.88083 -1.93048 0.96906 0.094
H -2.41803 1.10173 2.19931 0.083
H -2.14092 -0.83600 -0.73398 0.098
H 0.99540 2.08968 0.50058 0.089
O 1.84337 1.54810 0.44725 -0.155
H -1.53892 -1.52862 -2.14485 0.045
O -0.68004 2.68485 -0.05892 -0.001
C -1.51037 -1.69537 -1.13591 -0.008
H -0.74211 1.74240 2.57954 0.146

=====

No. 5
19
Properties=species:S:1:pos:R:3:lowdin_charge:R:1 method="wB97M-V/def2-TZVPD" e_homo_ev="-13.99 / -13.99" gap_ha="0.3088 / 0.3088" charge=+1 lumo_ha="-0.205 / -0.205" energy_ev=-16599.31910 relative_energy_kcal_mol=122.8
C 0.49313 2.54464 -0.15570 0.278
H -2.89433 -0.99826 -0.37360 0.118
H -0.79207 0.50782 -1.27320 0.169
C -0.78845 -0.76337 0.61071 -0.254
H 1.05421 2.95693 0.68706 0.054
H 4.02492 -1.43521 -0.69298 -0.037
H -1.86665 -2.51059 -0.47759 0.092
N 2.08730 -0.36612 -0.05549 -0.289
N 1.16094 0.41075 -0.24966 -0.054
H -2.42443 -2.07128 1.16278 0.088
H -0.06301 -1.50905 1.07826 0.133
H -0.45554 2.12670 0.08877 0.009
H 4.34806 0.41249 0.29930 -0.155
H 0.18747 -1.12598 -1.26486 0.127
C -0.07395 -0.24998 -0.64156 -0.244
C -2.03286 -1.60242 0.20285 -0.121
H -1.04419 0.06441 1.18703 0.076
P 3.63996 -0.66659 0.47652 0.895
H 0.66650 2.93207 -1.25348 0.115

=====

No. 6
19
Properties=species:S:1:pos:R:3:lowdin_charge:R:1 method="wB97M-V/def2-TZVPD" e_homo_ev=-12.70 gap_ha=0.3566 charge=+1 lumo_ha=-0.110 energy_ev=-16602.81796 relative_energy_kcal_mol=42.1
H 1.20843 -0.58823 -1.85201 0.094
H 1.83753 0.87996 -1.28268 0.124
H 2.63698 -1.43245 -0.07116 0.127
C 0.96332 0.22804 -1.23689 -0.012
H -3.35593 -1.15841 -1.65174 0.118
C 0.36333 0.65229 1.09891 -0.289
H -2.28851 1.10027 1.62057 -0.037
H -0.02055 0.69124 -1.44891 0.065
P -1.48133 1.24875 0.43997 0.910
H 0.35384 0.23556 2.12367 0.106
H 1.68652 -1.49833 1.48807 0.106
C 2.12269 -0.85696 0.72408 0.026
H 0.12813 -1.03918 0.08075 0.162
H 2.46684 0.05686 1.33147 0.135
H 1.07931 1.43442 1.18677 0.079
H -3.55447 0.71142 -1.24381 0.055
N -1.99268 -0.15036 -0.35659 -0.348
N 0.87618 -0.30820 0.12404 -0.321
C -3.02965 -0.20667 -1.07450 -0.100

=====

No. 7
19
Properties=species:S:1:pos:R:3:lowdin_charge:R:1 method="wB97M-V/def2-TZVPD" e_homo_ev=-8.43 gap_ha=0.3418 lumo_ha=0.032 energy_ev=-18154.69649 relative_energy_kcal_mol=76.6
H -2.09816 1.32187 -0.06934 0.120
C -0.05548 0.77438 0.69397 -0.294
S 0.98106 -1.59483 -1.36539 0.792
H 1.51607 0.65936 -0.84773 0.051
H 0.26884 0.16093 1.53091 0.106
H 3.33174 -1.37018 -1.65570 0.049
H -0.17948 0.73197 -1.53717 0.101
H -1.74687 -0.31604 0.23307 0.121
H -1.81595 1.62446 2.75284 0.066
H -3.25325 0.66625 2.11721 0.118
C -1.56843 0.69803 0.69680 -0.321
N 2.61844 -1.30725 -0.91050 -0.305
C -2.06287 0.79612 2.10857 -0.132
C 0.46385 0.33781 -0.64941 -0.258
N 1.05075 -1.28709 -2.91314 -0.438
H 3.06427 -1.44432 -0.00531 0.038
H -1.68875 -0.11652 2.51758 0.052
H 0.83244 -2.12704 -3.56813 0.009
H 0.34178 1.79211 0.87087 0.125

=====

No. 8
19
Properties=species:S:1:pos:R:3:lowdin_charge:R:1 method="wB97M-V/def2-TZVPD" e_homo_ev=-7.29 gap_ha=0.1483 lumo_ha=-0.120 energy_ev=-18152.05863 relative_energy_kcal_mol=137.4
C -0.40006 -1.49534 -1.19587 -0.380
H 0.10979 -2.81333 0.47920 0.057
N -1.57994 2.02241 0.76094 0.021
H -2.56263 3.53612 -0.40199 0.078
H -0.59237 -0.43127 -1.34911 0.074
H 0.52719 -2.95163 -2.24079 0.057
H -1.49450 4.13762 0.88890 0.095
H -0.15570 0.89140 1.76296 0.041
H -1.30893 -2.05211 -1.46633 0.106
C -1.64726 3.33678 0.15481 -0.146
C -0.21892 1.77842 1.14803 -0.150
N 0.65229 -1.95026 -2.11907 -0.043
H 1.56061 -1.81252 -1.67899 -0.011
H -0.80985 3.42061 -0.54959 0.091
H -0.19821 1.50581 0.06169 0.118
C -0.02033 -1.74120 0.27311 -0.664
H -0.80884 -1.37465 0.94187 0.049
S 1.60792 -1.02775 0.65725 0.501
H 0.44984 2.55012 1.53616 0.108

=====

No. 9
19
Properties=species:S:1:pos:R:3:lowdin_charge:R:1 method="wB97M-V/def2-TZVPD" e_homo_ev=-9.12 gap_ha=0.3690 lumo_ha=0.034 energy_ev=-18156.92296 relative_energy_kcal_mol=25.3
H 0.83907 -1.78719 -2.57092 0.066
S 1.18451 -1.63360 -0.25800 0.704
N -0.64387 0.27197 -3.39922 -0.018
H -0.71504 -1.84052 -1.78779 0.074
C 0.24837 -1.32643 -1.77621 -0.592
H -0.52874 2.32165 2.41442 0.076
H 0.14134 1.31708 1.11642 0.053
H -0.77211 1.26259 -3.57490 0.064
H 0.99525 0.64129 -2.06676 0.102
H 0.94683 -0.71584 4.42630 0.064
H -0.74276 -0.64379 3.63491 0.072
H 0.30617 -1.08773 0.58810 -0.179
N 0.65812 0.74822 3.04193 -0.080
C 0.27299 -0.24111 3.71984 -0.088
H -0.60375 0.62743 -1.34809 0.098
C -0.31445 1.30012 2.10863 -0.167
H -1.22871 0.70521 1.99021 0.069
H -0.05768 -0.05693 -4.15742 0.064
C 0.01445 0.13759 -2.10146 -0.382

=====

No. 10
19
Properties=species:S:1:pos:R:3:lowdin_charge:R:1 method="wB97M-V/def2-TZVPD" e_homo_ev=-8.79 gap_ha=0.3035 lumo_ha=-0.019 energy_ev=-18155.55429 relative_energy_kcal_mol=56.8
N 1.13037 -0.79544 -1.40208 0.032
C 0.26973 -0.20328 -0.39039 -0.468
H 0.70812 -0.89326 -2.30530 0.068
C -0.43781 -1.22771 0.52162 -0.245
H 1.60043 1.61509 -1.43698 0.055
S -2.89332 -0.20761 -0.17054 0.638
H 1.91377 -1.41535 -1.21948 0.085
H 1.48683 2.80457 -0.33793 0.048
H 1.84215 0.41268 0.92301 0.109
H -0.49958 0.31053 -0.97697 0.055
C -1.80359 -0.75362 1.11093 -0.676
H -2.03806 1.46648 -0.24970 0.109
H 0.24008 1.39038 1.00912 0.102
H -2.32101 -1.51277 1.75708 0.078
H -1.61796 -0.07927 1.95839 0.068
N 1.76137 1.84047 -0.44903 -0.017
H -0.54844 -2.10804 -0.11179 0.097
H 0.20292 -1.54499 1.37032 0.115
C 1.00401 0.90113 0.39972 -0.251